(1)
The following is a DFT calculation (ωB97M-V/def2-TZVPD) of a 10-piece molecular cluster, C59H64F8O13S6 overall.

Output
**Energy**: -6452.596420 hartree
**HOMO energy**: -8.34 eV
**Molecular weight**: 1325.53 g mol⁻¹
**Net charge**: 0

XYZ file:
```
150
Properties=species:S:1:pos:R:3:forces:R:3
S -26.2256 1.4687 -3.7608 -0.38 -0.05 0.11
S -29.1017 -3.3201 -9.7825 0.87 -0.44 0.70
S -20.1738 3.1122 -17.9211 0.79 -0.50 1.40
S -19.6969 -1.8294 -11.9230 -0.49 1.17 0.42
S -30.1217 2.8941 -7.3373 -2.60 -2.00 -1.18
S -21.9723 0.6208 -7.5360 0.97 0.15 -0.27
F -21.8110 9.7226 -10.2161 -0.05 0.04 -0.22
F -19.7744 5.1242 -9.1836 0.28 0.03 0.00
F -19.6900 9.5160 -10.6767 -0.32 0.31 0.13
F -20.0732 5.8784 -12.6228 0.01 -0.20 0.33
F -21.6986 5.0164 -10.1706 0.48 -0.02 -0.53
F -19.8130 3.8670 -11.7984 -0.45 0.27 0.40
F -20.3898 10.9268 -12.6337 -0.75 -0.19 0.32
F -22.3089 9.8552 -13.0494 0.44 0.25 1.07
O -21.0266 7.8282 -11.1777 -0.17 0.53 -0.42
O -13.9528 3.9708 -12.5373 0.26 0.15 0.13
O -23.0401 -7.3059 -7.2968 0.19 -0.18 -0.09
O -23.3694 -1.9895 -7.1923 -0.15 -0.32 0.10
O -29.2099 -2.2087 -8.7927 -0.07 -0.45 -0.14
O -24.4981 4.4936 -10.7209 0.33 0.11 -0.35
O -24.5224 -0.6237 -12.1816 0.39 -0.14 -0.02
O -20.0701 -0.9702 -13.0950 0.38 -0.31 0.27
O -26.0335 2.1740 -5.0714 -0.35 -0.62 0.41
O -14.7149 2.0370 -17.4470 0.16 -0.22 -0.44
O -30.7363 2.5387 -8.6841 1.09 0.69 0.80
O -20.4807 0.5420 -7.4053 -0.05 -0.17 -0.11
O -20.2524 1.9351 -16.9755 -0.15 0.76 -0.43
C -13.3856 3.3752 -16.0210 1.25 -0.56 -1.10
C -20.4664 5.6076 -10.2456 -1.62 0.20 -0.18
C -12.4026 3.5321 -17.0127 0.43 0.75 -0.43
C -22.5838 1.1551 -5.8829 -0.42 -0.02 -2.12
C -18.3452 3.2335 -18.3090 -2.53 0.78 -0.35
C -23.6346 2.8927 -12.2316 -0.98 -0.96 0.57
C -11.3533 4.4234 -16.8208 0.44 0.00 2.02
C -23.0312 3.7994 -13.0746 1.40 0.19 0.08
C -30.2424 -4.6595 -9.3461 -0.41 0.85 -0.14
C -17.8477 1.6277 -14.6408 0.00 0.01 0.59
C -23.8060 -5.9948 -9.6975 0.04 0.56 -0.08
C -20.6562 7.1163 -10.0219 0.18 0.13 1.56
C -21.7655 1.9681 -14.0315 0.86 1.14 -0.73
C -23.3621 -5.4817 -3.5700 0.52 0.42 0.48
C -20.9542 9.1989 -11.1020 1.02 -1.02 0.22
C -14.5661 2.5444 -16.3632 -0.91 0.21 0.89
C -26.5171 0.4790 -8.7049 0.89 -1.08 -0.27
C -18.0094 -1.4206 -11.4042 -0.23 -0.41 0.56
C -27.5996 -4.3061 -9.3769 -0.36 -0.41 -0.37
C -23.0874 -4.1316 -3.5492 -0.62 0.94 -0.36
C -23.4277 -3.2058 -7.1986 -0.24 0.85 0.55
C -23.2400 -3.3465 -4.6934 0.42 -0.43 0.50
C -25.2101 2.3449 -10.2821 -0.24 -0.88 -0.18
C -23.6597 -5.3391 -8.4735 0.85 -0.79 -0.46
C -25.8266 0.0114 -9.8344 -0.12 1.85 0.90
C -19.6942 5.1888 -11.5204 0.72 -0.16 0.18
C -23.4027 -3.9660 -5.9330 0.58 -1.23 0.63
C -12.1116 4.7589 -14.5212 0.99 0.48 -0.47
C -25.9890 2.7656 -9.2199 0.69 0.04 1.46
C -23.5776 -3.9580 -8.4475 -0.36 0.29 -0.89
C -24.7202 0.5027 -3.5577 -0.54 -0.71 -0.39
C -23.4780 1.5124 -12.4210 0.60 -0.53 -1.04
C -21.0471 9.7363 -12.5329 0.19 -0.04 -1.99
C -23.3050 -6.1287 -7.2607 -1.35 0.36 0.31
C -22.2912 2.0985 -8.5641 -0.53 0.26 1.00
C -31.6858 3.1662 -6.3583 1.94 1.26 0.56
C -27.3382 0.0221 -3.9987 0.51 -0.80 -0.72
C -29.6527 1.2190 -6.6581 0.11 2.13 0.06
C -23.4032 -5.3902 -5.9634 -0.31 0.39 0.19
C -23.5202 -6.1246 -4.7815 0.23 -0.04 0.23
C -16.8303 1.7844 -15.5651 0.08 -1.04 -1.06
C -23.7340 -5.2674 -10.8908 0.07 -0.79 0.57
C -14.1879 3.6670 -13.6864 -0.27 0.40 0.52
C -22.0098 3.3433 -13.8977 -0.68 -0.18 0.14
C -24.4384 3.3287 -11.0705 -0.65 1.14 0.15
C -24.3763 0.5019 -11.7550 0.23 0.90 -0.08
C -23.5833 -3.2436 -9.6444 0.51 0.15 -0.60
C -26.5755 1.8295 -8.3785 -0.46 -0.66 -0.53
C -15.6442 2.4528 -15.3186 -0.20 0.59 1.31
C -16.5307 2.8979 -13.1128 -0.24 0.26 0.88
C -20.5064 -1.0687 -10.4589 -0.98 -0.82 -0.71
C -17.7050 2.2055 -13.3891 0.66 -0.38 -0.51
C -11.1981 4.9973 -15.5411 -0.79 0.46 -0.32
C -25.1484 0.9849 -10.5808 -0.33 -1.10 -0.47
C -13.1776 3.9330 -14.7722 -1.61 -0.42 0.60
C -20.6681 2.4561 -19.4941 0.18 -0.60 -0.92
C -23.4942 -3.8975 -10.8776 -0.26 -0.38 0.66
C -22.5328 1.0542 -13.3718 -1.14 -0.20 1.33
C -15.4944 3.0410 -14.0287 0.08 -0.62 -1.42
H -25.8755 3.7699 -8.8326 -0.39 0.27 -0.54
H -21.4149 4.1076 -14.3791 0.13 -0.31 -0.39
H -20.9599 1.6861 -14.6976 -0.12 -0.26 0.00
H -26.8248 -0.3059 -8.0225 -0.61 0.30 0.10
H -20.5445 9.0461 -13.2258 0.09 -0.03 0.56
H -28.9888 1.5025 -5.8387 0.06 -0.55 0.06
H -22.1665 1.9743 -9.6392 0.26 -0.63 0.12
H -26.9624 -0.5815 -4.8340 0.07 0.47 -0.31
H -29.1180 0.7899 -7.4993 -0.09 -0.41 0.14
H -11.9819 5.2861 -13.5869 -0.21 -0.30 0.20
H -22.1057 2.0841 -5.5866 0.00 -0.05 0.18
H -23.3453 2.3333 -8.3986 0.05 0.27 0.03
H -22.8377 -3.6220 -2.6270 -0.11 -0.13 0.10
H -18.7106 0.9936 -14.8003 0.07 0.07 -0.43
H -12.4415 3.0221 -17.9650 -0.50 -0.11 0.06
H -17.4031 -1.5786 -12.2920 0.27 0.39 0.13
H -18.3946 3.9199 -19.1565 0.62 -0.53 -0.47
H -16.8903 1.2282 -16.4947 -0.12 0.23 -0.11
H -21.7486 2.3779 -19.5957 -0.04 0.33 0.30
H -27.6708 -5.2559 -9.9131 0.07 0.28 -0.53
H -23.9003 1.2054 -3.6471 0.08 -0.08 0.19
H -32.2775 2.2847 -6.1468 -0.03 -0.09 -0.43
H -24.6948 -0.1171 -2.6619 -0.07 0.43 0.30
H -24.7436 -0.2016 -4.3923 0.37 0.19 -0.18
H -19.9086 -1.3062 -9.5850 -0.23 0.34 0.25
H -32.1431 3.9731 -6.9257 -0.48 -0.41 -0.22
H -29.9022 -5.5431 -9.8768 -0.20 -0.14 0.04
H -28.3641 0.2891 -4.2379 0.11 0.35 0.25
H -18.4282 1.9733 -12.6201 -0.07 0.35 0.03
H -20.8306 -0.0364 -10.5991 1.16 0.34 -0.16
H -17.9433 -0.4681 -10.8793 0.01 0.42 -0.78
H -21.5030 -1.5175 -10.4174 0.24 -0.59 0.32
H -21.6387 2.9064 -8.2340 -0.07 0.03 0.11
H -23.8149 -5.8452 -11.8022 0.19 0.25 -0.20
H -30.5548 0.7147 -6.3358 0.08 -0.29 -0.16
H -23.1412 -2.2847 -4.5179 -0.04 0.15 -0.71
H -25.7580 -1.0422 -10.0477 0.06 -0.02 -0.21
H -10.5374 4.6624 -17.4877 -0.38 -0.36 -0.65
H -21.4051 7.3032 -9.2445 -0.31 -0.71 -0.16
H -23.8771 -7.0731 -9.7041 -0.02 -0.03 -0.03
H -23.1754 4.8679 -12.9895 -0.26 -0.05 0.29
H -20.2568 3.0333 -20.3232 -0.12 0.17 0.08
H -16.4624 3.2894 -12.1042 0.51 0.16 -0.09
H -23.1707 -3.4154 -11.7898 -0.57 0.41 -0.01
H -17.8110 3.7685 -17.5329 0.02 -0.61 0.41
H -30.3319 -4.7933 -8.2698 0.31 -0.06 0.03
H -23.3412 -5.9551 -2.5961 -0.17 -0.56 -0.29
H -10.4565 5.7635 -15.3532 0.31 -0.24 -0.15
H -18.6318 5.3499 -11.2927 -0.09 0.30 -0.32
H -22.4327 0.3015 -5.2326 0.24 0.06 0.05
H -27.5208 -4.6626 -8.3483 -0.14 0.79 0.28
H -20.2921 1.4331 -19.5781 0.19 0.06 0.18
H -31.2040 -4.3078 -9.7220 -0.07 -0.31 -0.02
H -27.3248 -0.7279 -3.2040 0.05 0.64 0.57
H -31.3637 3.6625 -5.4358 -0.16 -0.31 0.24
H -23.5656 -2.1629 -9.5917 0.22 0.04 0.03
H -19.7594 7.4536 -9.4909 0.38 0.30 -0.87
H -26.7362 -3.7443 -9.7254 0.12 -0.05 0.22
H -23.6824 -7.1930 -4.7476 0.14 -0.04 -0.55
H -18.2124 2.1702 -18.4751 1.10 0.17 -0.20
H -17.7151 -2.1180 -10.6138 -0.09 -0.40 -0.32
H -22.4112 -0.0153 -13.4664 0.15 0.03 -0.24
H -23.6445 1.2549 -6.1266 -0.14 0.33 0.64
H -27.1085 2.0899 -7.4752 0.26 0.37 0.05
```
Forces are in eV/Å.


(2)
The following is a DFT calculation (ωB97M-V/def2-TZVPD) of a 9-piece molecular cluster, C27H54O27 overall.

Output
**Energy**: -3092.593496 hartree
**Structure (SMILES)**: COC(=O)OC.COC(=O)OC.COC(=O)OC.COC(=O)OC.COC(=O)OC.COC(=O)OC.COC(=O)OC.COC(=O)OC.COC(=O)OC
**HOMO energy**: -10.39 eV
**Energy relative to the best compared isomer or geometry (same formula, charge and spin)**: 85.1 kcal/mol
**Molecular weight**: 810.70 g mol⁻¹
**Net charge**: 0

XYZ file:
```
108
Properties=species:S:1:pos:R:3:forces:R:3
O -0.4649 2.6534 3.5011 -0.19 0.26 0.15
O 6.1584 2.2586 -0.1884 -0.94 -0.04 0.31
O -5.1704 3.2289 -0.0937 0.65 0.82 -0.61
O 1.7161 1.3000 -1.1223 -0.95 -0.45 1.59
O -6.1934 -0.7010 -0.7205 3.64 -1.65 0.63
O -2.3915 -2.7853 -5.0265 0.59 1.10 -0.02
O -5.1051 -2.5354 -1.7593 -0.52 2.42 1.78
O -3.8676 3.3173 -1.9761 0.56 2.02 1.16
O -2.3766 -2.4177 3.8851 -2.62 1.86 -1.57
O -0.3194 -2.3025 4.8523 -0.38 -1.12 -1.54
O 5.3378 -1.0601 -2.7213 1.50 2.02 1.16
O -0.4075 1.9666 5.5829 0.45 -0.47 -1.10
O 4.1434 3.0723 0.5740 0.77 -1.54 1.55
O -1.1501 -4.2315 4.1565 1.18 -1.71 -0.49
O 4.9609 1.3113 1.5013 0.93 -1.02 0.45
O 2.1001 -2.5026 2.2603 1.41 0.19 -0.79
O 3.6378 -2.2388 -3.6058 4.72 0.84 -0.27
O 0.5336 1.2246 0.9170 0.59 -0.59 -0.77
O -0.4415 0.7310 -0.8787 -1.56 -0.67 -1.80
O -3.7762 5.0143 -0.5820 -0.06 -0.82 -1.88
O 3.6608 -1.9261 0.6032 -3.20 -1.60 1.51
O -0.3032 4.2035 5.1883 0.35 -1.25 -0.82
O 5.8602 -2.6817 -4.1617 -2.61 0.03 0.24
O 1.7692 -3.1852 0.1545 -0.27 0.66 2.91
O -4.0735 -1.0699 -0.3137 -1.06 0.20 -0.07
O -2.3427 -1.1636 -6.4530 0.60 0.95 0.69
O -2.8793 -0.6276 -4.2485 1.35 -2.54 -2.91
C 5.8538 0.1385 1.5548 -0.21 -0.32 -0.24
C -7.4937 -0.9017 -1.1789 -0.10 0.39 -0.98
C 4.8787 -1.9558 -3.5023 -3.85 -3.10 -1.31
C -2.8009 -1.6979 -0.4674 0.22 -0.21 -0.56
C -0.6684 0.7696 -2.3206 0.34 0.92 -0.56
C 3.9349 3.8791 -0.5146 -0.27 1.37 -1.85
C -1.3733 -2.9345 4.1665 2.41 0.02 2.90
C -0.3362 3.0583 4.7734 -0.95 0.98 1.44
C 2.6033 -2.4871 0.9910 1.62 0.71 -1.57
C -0.8123 3.6240 2.4813 0.68 0.75 -0.06
C 2.9376 -1.8384 3.2921 -0.85 0.40 -0.77
C 7.2297 -2.4268 -4.0574 0.99 0.90 1.18
C 5.1927 2.2084 0.5371 0.12 0.38 0.10
C -2.0105 -5.1218 3.3856 -0.36 1.01 -0.38
C -2.7222 -3.5135 -3.8163 -1.09 0.22 -0.42
C -2.5288 -1.4402 -5.1543 -1.50 0.49 2.37
C 0.7318 1.0723 -0.4295 1.21 1.10 0.14
C -5.1299 -1.5493 -1.0100 -0.31 -0.63 -0.58
C -4.3857 3.8013 -0.8105 0.75 -0.07 0.09
C 1.9978 -3.1794 -1.2328 1.12 0.50 -0.66
C -4.2425 2.0431 -2.3641 -0.60 -1.92 -0.12
C -3.9527 5.6021 0.6753 -0.77 -1.20 1.62
C -0.3918 -0.8971 5.1360 -0.57 -0.34 0.79
C -2.6417 0.2156 -6.8210 -1.95 -0.63 -0.04
C -0.0144 1.9660 6.9742 0.17 0.93 -0.84
C 4.4313 -0.1030 -2.1263 -1.17 0.16 -0.03
C 1.6434 1.3305 1.7908 1.66 0.46 0.04
H -2.0704 -1.2917 0.2322 -0.63 0.15 0.38
H -4.1139 1.2992 -1.5779 -0.56 0.25 0.54
H 7.8126 -3.1326 -4.6492 -0.55 0.20 -0.48
H -0.8105 2.4437 7.5452 0.23 -0.14 0.21
H -2.5528 0.3514 -7.8989 1.09 -0.24 0.23
H -8.1548 -1.0951 -0.3341 -0.01 0.00 -0.15
H -0.8937 3.0975 1.5304 -0.48 -0.30 0.47
H -1.8427 -5.0107 2.3143 0.22 0.40 0.00
H -3.2946 -2.8907 -3.1288 0.29 -0.04 0.01
H -5.2672 2.0720 -2.7348 -0.02 -0.35 0.04
H -5.0077 5.8092 0.8548 0.02 0.17 0.04
H -3.5807 1.6063 -3.1120 0.04 0.92 -0.49
H 3.8687 -2.3521 3.5313 -0.24 -0.30 -0.31
H 6.8897 0.2886 1.8588 -0.01 1.02 -0.51
H 0.5960 -0.4366 5.1214 0.09 -0.33 -0.65
H -7.5531 -1.6723 -1.9476 -0.04 -0.09 0.12
H 2.2974 -1.7446 4.1693 -0.01 -0.44 -0.16
H 3.8135 -0.5477 -1.3462 0.34 -0.31 -0.03
H 5.7818 -0.3888 0.6036 0.21 0.20 0.04
H 0.9333 2.4955 7.0725 -0.15 0.24 0.16
H 1.6187 0.6393 2.6332 -0.83 -0.03 -0.16
H 3.0885 4.5433 -0.3397 -0.11 -0.28 0.43
H -3.0521 -4.8573 3.5679 0.05 -0.18 0.17
H -3.3472 6.4782 0.9075 0.11 -0.04 -1.00
H -1.6561 4.2675 2.7303 -0.40 -0.69 0.23
H -0.3819 1.7312 -2.7464 0.08 0.39 0.53
H -3.6476 4.8209 1.3715 -0.18 0.20 0.58
H -3.3825 -4.3005 -4.1805 -0.10 0.03 0.10
H -0.6651 -0.8450 6.1899 -0.42 0.20 0.01
H -1.8095 -6.1759 3.5769 0.26 0.40 0.76
H 4.9639 0.7511 -1.7081 0.54 -0.46 -0.28
H 7.6106 -2.5736 -3.0467 -0.29 -0.06 0.34
H 5.5318 -0.5737 2.3145 -0.90 0.49 -0.03
H 2.6071 1.1479 1.3153 -0.28 -0.14 -0.49
H -2.9006 -2.7744 -0.3286 0.11 0.04 -0.16
H 3.1531 -0.8227 2.9603 0.20 -0.15 -0.16
H -0.0749 0.1000 -2.9431 0.02 -0.68 0.74
H 2.9771 -3.6315 -1.3898 -0.07 0.19 -0.48
H -2.2333 0.9948 -6.1775 0.44 -0.40 -0.21
H 1.7414 2.3459 2.1749 -0.34 -0.01 0.02
H -0.0389 4.3689 2.2940 0.60 -0.21 0.47
H -1.7277 0.6697 -2.5574 0.20 -0.45 0.66
H 0.1745 0.9308 7.2584 -0.41 0.10 -0.12
H -2.3990 -1.4352 -1.4459 -0.14 -0.38 -0.23
H 1.9733 -2.1581 -1.6128 0.27 -0.04 -0.05
H 3.7281 0.2645 -2.8737 0.17 -0.10 -0.16
H 1.2350 -3.7377 -1.7755 -0.09 -0.18 0.60
H -3.7280 0.2540 -6.7390 -0.17 0.42 0.45
H 7.4431 -1.3804 -4.2753 0.17 -0.09 -0.44
H -7.6401 0.0833 -1.6221 -1.13 -0.20 -0.14
H -1.8911 -4.0369 -3.3436 0.43 0.65 -0.25
H -1.1088 -0.3309 4.5416 0.16 -0.31 -0.13
H 4.7695 4.5477 -0.7257 0.28 -0.27 -0.08
H 3.6730 3.2787 -1.3859 0.20 0.03 -0.15
```
Forces are in eV/Å.


Result set for LUMO energy: -1.21, 0.49 eV, one per record in the order listed.